[1]
{
  "formula": "C31H39GaN5S",
  "method": "ωB97M-V/def2-TZVPD",
  "total_charge": -1,
  "e_homo_ev": [-1.00, -0.36],
  "total_energy_ev": -103439.6258,
  "relative_energy_ev": 0.000,
  "symbols": ["H", "C", "H", "H", "N", "H", "H", "H", "H", "H", "C", "N", "H", "Ga", "H", "H", "H", "C", "H", "H", "S", "H", "C", "C", "C", "C", "N", "C", "C", "H", "C", "C", "C", "C", "C", "N", "H", "H", "H", "H", "C", "C", "H", "C", "H", "H", "C", "N", "C", "C", "H", "C", "H", "C", "C", "C", "C", "C", "C", "H", "C", "H", "H", "H", "H", "C", "H", "H", "H", "C", "H", "H", "H", "H", "H", "H", "C"],
  "xyz": [[0.34, -4.14, 0.57], [1.60, 4.45, -0.61], [2.80, 1.33, -1.13], [1.09, 3.83, 1.78], [-2.32, 0.43, -0.41], [1.67, -3.37, 1.43], [2.84, -1.33, 1.60], [3.00, 6.02, -3.25], [3.29, 0.11, 0.69], [3.29, 0.55, -2.65], [1.69, 4.98, -1.89], [-2.81, -3.06, 0.70], [1.48, -2.23, 6.04], [-0.13, -0.39, 0.35], [-0.17, -3.65, 5.17], [-1.00, -3.25, -3.02], [3.69, 5.68, -1.65], [-2.17, -0.99, -0.22], [-3.21, 3.36, -1.49], [0.10, -4.43, -2.28], [-0.34, 0.04, 2.61], [-4.00, -3.99, 3.72], [-3.52, -1.12, 1.93], [0.44, -2.40, -1.66], [-3.35, 1.25, -0.88], [-0.42, 3.28, -1.20], [1.48, -1.23, 4.18], [0.77, -1.21, -2.38], [1.29, -3.61, 0.43], [-1.34, 2.20, -3.70], [0.55, 3.60, -0.24], [2.42, 0.77, -2.00], [3.04, -0.95, 0.60], [0.52, 3.11, 1.18], [-2.79, 2.45, -1.13], [-0.04, -2.56, 3.35], [0.81, -1.28, -4.53], [2.52, 6.98, -1.85], [-1.22, -3.72, -1.32], [-3.14, -4.92, 1.58], [-1.14, 1.12, -0.36], [2.78, 5.97, -2.18], [-3.70, -0.05, 1.91], [0.42, -1.30, 3.36], [-2.08, -1.55, -1.16], [-4.34, 0.88, -1.02], [-0.47, -3.50, -2.09], [-1.43, 2.35, -0.86], [0.25, -0.83, -3.71], [-3.68, -3.30, 2.93], [1.77, 1.47, -2.55], [-3.21, -3.83, 1.72], [1.03, 2.14, 1.31], [-0.30, 3.73, -2.54], [1.64, -2.44, 4.98], [-3.79, -1.91, 3.05], [-2.90, -1.72, 0.83], [-1.22, 3.29, -3.63], [1.13, -2.41, -0.43], [2.00, -4.33, -0.02], [0.76, 4.59, -2.85], [1.91, -0.34, 4.41], [0.85, 4.96, -3.88], [0.99, -4.27, 3.95], [-0.95, -2.77, 2.93], [1.70, -0.46, -1.60], [-0.80, 3.62, -4.59], [-0.48, 3.02, 1.62], [2.34, 4.72, 0.15], [0.57, -3.37, 4.40], [-2.23, 3.73, -3.55], [2.65, -2.84, 4.86], [-4.11, -1.45, 3.98], [0.27, 0.26, -3.85], [-0.80, -1.14, -3.82], [3.92, -1.47, 0.21], [1.87, -1.16, -0.32]],
  "lowdin_charge": [0.074, -0.035, 0.071, 0.076, -0.130, 0.059, 0.058, 0.066, 0.070, 0.083, -0.302, 0.091, 0.096, 0.448, 0.100, 0.067, 0.069, -0.170, 0.103, 0.077, 0.730, 0.086, -0.053, -0.268, -0.046, -0.140, -0.043, -0.243, -0.049, 0.077, -0.202, -0.042, -0.056, -0.075, -0.076, -0.020, 0.078, 0.073, 0.060, 0.097, -0.203, -0.079, 0.103, -0.872, 0.102, 0.110, -0.065, -0.029, -0.053, -0.122, 0.067, -0.173, 0.035, -0.214, -0.176, -0.095, -0.314, -0.066, -0.282, 0.085, -0.030, 0.123, 0.107, 0.102, 0.107, -0.260, 0.071, 0.077, 0.112, -0.175, 0.065, 0.101, 0.100, 0.061, 0.071, 0.087, -0.333]
}

---

[2]
{
  "formula": "C30H53N2O4PPdS2Si2",
  "method": "ωB97M-V/def2-TZVPD",
  "multiplicity": 5,
  "e_homo_ev": [-6.17, -7.19],
  "total_energy_ev": -93335.8627,
  "relative_energy_ev": 0.709,
  "symbols": ["H", "H", "S", "H", "N", "H", "H", "H", "H", "H", "C", "H", "H", "C", "Si", "C", "C", "C", "H", "N", "H", "C", "H", "H", "H", "H", "C", "H", "H", "H", "H", "H", "H", "H", "H", "H", "P", "C", "H", "C", "O", "C", "C", "Si", "H", "C", "C", "H", "H", "C", "C", "H", "H", "H", "H", "H", "O", "H", "C", "H", "H", "H", "H", "C", "C", "H", "H", "H", "H", "C", "Pd", "O", "H", "H", "H", "H", "C", "C", "C", "H", "H", "C", "C", "C", "C", "S", "H", "H", "C", "H", "H", "C", "C", "O", "C"],
  "xyz": [[0.14, 3.64, -4.10], [-7.19, 1.60, 2.40], [-2.95, 0.21, -0.20], [-4.42, 1.17, -2.23], [1.16, 2.01, -3.26], [-7.20, 2.43, -2.34], [1.26, -3.08, -0.88], [-3.66, 3.55, -2.27], [4.08, -1.68, 1.96], [4.54, -0.40, -0.20], [-1.97, -3.37, -0.08], [-5.32, 4.08, -2.54], [-2.30, 2.58, 2.43], [-0.29, 3.23, 2.00], [-1.06, -2.09, -1.17], [3.49, -0.84, 2.31], [-1.28, 2.24, 2.61], [-0.42, 3.23, 0.47], [-2.73, -4.56, -1.68], [-1.03, 1.71, -2.51], [-0.40, -0.51, 4.07], [0.28, 1.39, -2.43], [3.54, -0.80, 3.40], [1.25, -1.90, -2.18], [-1.38, 3.64, 0.18], [-7.05, -0.16, 2.20], [-1.12, -1.25, 3.73], [-1.33, 2.54, -2.98], [-5.21, -0.23, 3.99], [0.37, 3.82, 0.02], [-2.53, -3.98, 3.20], [-2.10, -2.64, -3.39], [-6.47, 1.47, -3.64], [-2.10, -0.78, 3.71], [0.36, 2.26, -5.20], [-1.13, -2.05, 4.45], [-3.99, 2.47, 0.33], [3.81, 2.53, 3.10], [1.27, 4.70, 3.59], [-4.86, 0.74, 3.63], [0.71, 0.54, -1.64], [-2.58, -4.10, 2.13], [3.92, 0.41, 0.18], [-0.62, -1.95, 1.99], [-3.10, -1.47, -2.52], [3.11, 3.62, 3.61], [0.82, 2.84, -4.39], [-3.87, -5.81, 2.24], [0.52, -4.12, 2.55], [-3.33, -5.13, 1.59], [3.21, 1.62, 2.26], [3.60, 4.32, 4.28], [-1.64, -0.94, -3.35], [1.55, -3.22, 1.45], [4.27, 1.34, -0.26], [2.45, -0.99, 2.02], [-4.69, 2.16, 1.73], [-5.34, 1.53, 4.20], [-6.50, 1.62, -2.57], [-1.16, 1.25, 2.16], [4.85, 2.40, 3.37], [-4.50, 3.11, -3.78], [1.74, 3.29, -4.77], [0.69, -2.71, -1.72], [-5.18, 0.88, 2.15], [-6.85, 0.71, -2.09], [-3.78, 0.80, 3.78], [-6.86, 0.92, 0.81], [-1.63, 1.33, -1.78], [-6.67, 0.80, 1.87], [-0.58, -0.28, 0.29], [1.19, 0.82, 1.35], [0.59, -3.51, -2.44], [1.51, -2.79, 3.15], [5.05, 0.60, 2.00], [-1.13, 2.16, 3.69], [-4.62, 3.27, -2.71], [1.13, 2.94, 2.42], [0.90, -3.13, 2.31], [-0.55, 4.24, 2.36], [-3.92, -6.13, -0.21], [1.80, 1.75, 1.96], [-5.12, 2.00, -2.04], [-2.08, -1.74, -2.77], [-3.37, -5.30, 0.21], [-3.99, 4.55, 0.47], [2.10, 1.64, -3.22], [-0.34, 2.19, 0.11], [4.00, 0.47, 1.71], [-4.66, 0.10, 1.58], [2.89, 0.24, -0.14], [-2.70, -4.42, -0.61], [1.79, 3.83, 3.23], [-5.26, 2.16, -0.64], [-1.89, -3.22, 1.31]],
  "lowdin_charge": [0.082, 0.091, 0.449, 0.085, 0.024, 0.088, 0.006, 0.026, 0.087, 0.082, -0.319, 0.083, 0.043, -0.341, 0.539, -0.057, -0.064, -0.077, 0.097, 0.201, 0.015, -0.618, 0.090, 0.007, 0.003, 0.082, -0.194, 0.096, 0.084, 0.094, 0.098, 0.025, 0.080, 0.000, 0.091, 0.023, 0.252, -0.022, 0.119, -0.035, -0.055, -0.104, -0.049, 0.602, -0.007, -0.033, -0.079, 0.100, 0.027, -0.086, -0.101, 0.112, 0.009, 0.004, 0.082, 0.040, -0.381, 0.089, -0.039, 0.022, 0.117, 0.079, 0.087, -0.183, -0.494, 0.078, 0.056, 0.065, 0.004, -0.034, 0.404, -0.053, 0.022, 0.011, 0.133, 0.091, -0.086, -0.091, -0.194, 0.140, 0.100, -0.257, -0.523, -0.215, -0.090, 0.162, 0.143, 0.021, -0.357, 0.067, 0.056, -0.100, -0.017, -0.377, -0.331]
}

---

[3]
{
  "formula": "C42H36MoNOP2S",
  "method": "ωB97M-V/def2-TZVPD",
  "multiplicity": 3,
  "total_charge": 3,
  "e_homo_ev": [-16.42, -16.42],
  "total_energy_ev": -78917.6185,
  "relative_energy_ev": 1.295,
  "symbols": ["C", "H", "C", "C", "C", "C", "P", "H", "C", "H", "H", "H", "C", "H", "C", "C", "H", "C", "C", "H", "H", "H", "H", "H", "N", "C", "C", "H", "H", "H", "H", "H", "C", "C", "H", "C", "C", "C", "C", "C", "H", "C", "P", "C", "C", "C", "C", "H", "C", "O", "C", "C", "H", "C", "C", "H", "C", "H", "H", "H", "H", "H", "H", "C", "C", "C", "H", "C", "H", "H", "C", "H", "H", "Mo", "C", "C", "H", "H", "S", "H", "C", "C", "C", "C"],
  "xyz": [[3.74, -5.68, -0.67], [0.48, -5.22, -1.47], [0.31, 0.06, -3.86], [3.01, -3.49, 0.00], [-4.08, -0.44, -0.63], [0.64, 0.88, -4.94], [-0.65, 1.59, 1.86], [-1.29, -3.40, 4.82], [-1.16, 2.80, 4.27], [-1.50, -0.52, 2.82], [-1.64, 3.68, 6.16], [3.29, 0.12, 4.63], [1.47, -5.02, -1.09], [-2.52, 4.47, -5.04], [2.89, 0.34, 3.66], [1.54, 0.63, 3.52], [-0.02, 5.42, -1.71], [-3.98, -0.25, 0.79], [-0.98, 3.04, 2.91], [1.61, -1.84, 2.09], [1.56, 0.97, -6.86], [-2.67, -4.18, 2.94], [-2.03, -1.36, -2.85], [-4.98, -0.67, -1.16], [-1.93, 0.01, -0.12], [3.74, 0.38, 2.56], [-1.83, 2.80, -3.90], [-2.96, 0.09, -3.27], [-0.94, 4.49, 1.33], [4.80, 0.20, 2.69], [-1.33, 6.13, -3.67], [-1.89, -3.84, 0.61], [1.76, -3.79, -0.51], [-0.13, -2.77, 1.22], [-4.80, -0.31, 1.47], [-0.54, 4.69, -2.31], [-2.67, 0.01, 1.07], [-1.48, 3.85, 5.10], [-1.07, 2.39, -2.80], [-1.41, 5.36, 3.23], [-2.66, 0.80, 3.06], [3.25, 0.68, 1.29], [-0.70, 0.65, -2.47], [-0.97, -3.21, 3.81], [2.47, -5.97, -1.17], [-2.27, -0.33, -2.53], [1.70, -0.99, -6.01], [0.85, -2.25, 4.40], [-1.09, 4.32, 2.38], [1.17, -1.23, -0.44], [1.03, 0.98, 2.27], [-1.62, 5.13, 4.58], [0.35, 1.92, -4.95], [-1.94, 4.14, -4.19], [0.71, -1.28, -3.85], [2.24, -1.40, -6.85], [-1.75, -3.65, 2.74], [-1.51, 6.36, 2.84], [2.27, -6.92, -1.62], [0.90, 0.61, 4.38], [3.21, -2.51, 0.42], [0.16, 3.01, -1.15], [0.46, -1.91, -3.00], [1.40, -1.80, -4.92], [0.65, -2.32, 2.27], [1.33, 0.34, -6.01], [4.97, -4.24, 0.34], [-0.44, 3.34, -2.01], [-1.89, 5.95, 5.23], [-2.33, 2.07, -4.53], [-1.96, 0.36, 2.35], [1.54, 1.36, 0.13], [4.53, -6.41, -0.76], [-0.03, 0.35, -0.14], [0.23, -2.55, 3.57], [-1.28, 5.09, -3.42], [1.69, -2.84, -4.92], [3.90, 0.71, 0.44], [0.42, -2.60, -0.49], [-1.07, 1.80, 4.68], [-2.82, -0.28, -1.15], [1.90, 0.97, 1.16], [-1.32, -3.45, 1.44], [4.00, -4.45, -0.07]],
  "lowdin_charge": [-0.019, 0.119, -0.337, -0.063, 0.049, -0.055, 1.071, 0.127, -0.092, 0.079, 0.125, 0.134, -0.066, 0.127, -0.011, -0.058, 0.118, 0.037, -0.350, 0.098, 0.125, 0.129, 0.105, 0.134, -0.194, -0.007, -0.078, 0.113, 0.101, 0.132, 0.126, 0.122, -0.379, -0.386, 0.133, -0.052, -0.346, -0.035, -0.376, -0.038, 0.112, -0.029, 1.032, -0.029, -0.029, -0.192, -0.023, 0.120, -0.072, -0.663, -0.366, -0.021, 0.106, -0.030, -0.108, 0.126, -0.028, 0.123, 0.127, 0.117, 0.102, 0.059, 0.054, -0.043, -0.089, -0.031, 0.124, -0.119, 0.127, 0.120, -0.203, 0.064, 0.128, 1.347, -0.052, -0.024, 0.119, 0.135, 1.106, 0.104, -0.340, -0.229, -0.063, -0.029]
}